DFT (ωB97M-V/def2-TZVPD) results for a molecular structure, C27H22Cl6GaN4OS.

Summary:
M (g mol⁻¹): 733.01
Total charge: +1
Relative energy (zero: lowest compared OMol25 entry of this formula, charge and spin) (eV): 7.1628
E (eV): -174700.434
HOMO-LUMO gap (eV): 5.4363

XYZ file:
```
62
Properties=species:S:1:pos:R:3:forces:R:3:mulliken_charge:R:1
Ga -0.019003 -0.471863 0.600697 0.18 -0.15 0.20 0.34
Cl 3.791606 5.358750 2.412204 0.00 -0.01 0.01 -0.21
C 3.184261 3.842206 1.835331 -0.04 -0.06 0.04 0.06
C 3.753881 3.261663 0.687486 -0.03 0.03 0.02 -0.53
C 3.287387 2.070493 0.204596 -0.06 -0.10 -0.01 -0.67
C 2.218480 1.382935 0.831929 0.11 0.28 0.02 0.06
O 1.800587 0.263892 0.332261 -0.32 -0.23 0.03 -0.47
C 1.665864 1.969700 2.004382 -0.14 -0.06 0.06 0.47
C 0.641551 1.347048 2.775877 0.24 0.04 -0.07 0.46
N -0.001049 0.258350 2.475012 -0.04 -0.09 -0.05 0.01
C -0.942323 -0.297855 3.375152 0.11 0.10 0.03 0.23
C -0.950787 -0.117805 4.731853 -0.02 0.01 -0.04 -0.55
C -1.952561 -0.720955 5.522843 -0.02 -0.02 -0.01 -1.01
C -2.910706 -1.516620 4.963147 0.00 0.00 0.03 -0.88
C -2.895634 -1.764445 3.570498 -0.01 0.00 -0.04 0.41
C -3.808239 -2.615807 2.905401 0.02 0.01 0.00 -0.61
C -3.686658 -2.825779 1.560763 0.00 0.01 -0.01 -1.04
C -2.642273 -2.192439 0.865080 -0.01 0.03 -0.02 0.13
N -1.794887 -1.383304 1.452928 0.14 -0.08 -0.03 0.31
C -1.905298 -1.153568 2.784971 -0.02 0.01 0.02 0.58
C 2.171333 3.202354 2.486736 0.06 0.03 -0.02 -1.18
H 4.567768 3.772722 0.189053 -0.01 -0.01 0.01 0.43
H 3.720938 1.621122 -0.679415 0.00 0.00 0.02 0.44
H 0.389819 1.838435 3.714833 -0.01 0.03 -0.01 0.40
H -0.184123 0.472216 5.216328 0.00 -0.01 0.01 0.49
H -1.943550 -0.552488 6.590819 -0.01 0.00 0.00 0.41
H -3.673716 -1.980742 5.574159 0.00 0.00 0.00 0.44
H -4.590025 -3.103539 3.474178 0.00 0.00 0.00 0.45
H -4.362665 -3.476250 1.025433 0.00 -0.01 0.01 0.43
H -2.500036 -2.365038 -0.196984 0.01 -0.01 0.02 0.53
H 1.748338 3.635658 3.384764 -0.01 0.01 -0.01 0.45
Cl 0.830895 -0.909419 -2.588818 0.24 -0.04 0.28 0.38
C 1.159585 -2.385049 -1.440154 0.13 -0.10 -0.20 1.52
C 0.694991 -2.206532 -0.173816 -0.01 -0.03 0.13 -0.37
C 1.036791 -3.287476 0.650213 -0.23 0.26 0.05 0.84
Cl 0.677961 -3.174517 2.343386 -0.01 0.02 0.01 -0.12
C 1.685286 -4.432253 0.187503 0.09 -0.04 -0.31 -0.34
Cl 2.031385 -5.729616 1.239929 0.00 -0.03 0.02 -0.16
C 2.080437 -4.499458 -1.152841 0.03 -0.10 0.39 0.51
Cl 2.881285 -5.875602 -1.778521 0.01 0.04 -0.02 -0.17
C 1.812618 -3.447272 -2.010071 0.71 0.28 0.05 -1.83
Cl -0.118503 -4.221300 -3.575557 -0.62 -0.32 -0.48 -0.54
C -0.257879 4.770178 -4.041181 -0.09 -0.04 0.06 -1.03
N -0.730250 3.604750 -3.274103 0.37 0.24 -0.18 0.03
C -1.858211 3.799033 -2.365538 -0.08 -0.01 -0.14 -0.80
C -0.264713 2.444836 -3.680405 -0.03 0.31 -0.08 0.41
S -1.147423 0.996513 -0.681702 -0.08 -0.08 -0.20 -0.35
N 0.253159 1.524439 -4.163853 -0.17 -0.16 0.27 -0.52
C -0.203874 -1.381042 -4.357468 0.19 0.16 0.35 -0.06
C 1.254476 -1.293897 -4.363382 -0.16 -0.02 -0.19 -0.28
H -0.143475 5.611379 -3.359674 0.03 -0.01 -0.02 0.36
H -0.967203 5.033159 -4.827878 0.00 0.02 0.00 0.35
H 0.706208 4.541739 -4.487179 0.00 0.01 -0.01 0.36
H -1.978250 4.872045 -2.239973 -0.05 -0.01 -0.05 0.31
H -1.660722 3.362899 -1.396446 0.02 -0.04 0.04 0.22
H -2.780549 3.384297 -2.773443 -0.03 0.01 0.00 0.33
H -0.747071 -0.447409 -4.492385 0.02 -0.10 -0.14 0.33
H -1.585589 0.094302 -1.574815 -0.17 0.03 0.13 0.06
H -0.585987 -2.418566 -4.169116 -0.10 0.03 -0.07 0.11
H 1.728629 -0.382768 -4.712680 -0.02 -0.04 -0.06 0.37
H 1.784669 -2.240605 -4.412370 -0.06 0.05 0.01 0.30
H 2.233040 -3.465834 -2.999979 -0.07 -0.06 0.13 0.40
```
Positions in Å, forces in eV/Å.

***

DFT (ωB97M-V/def2-TZVPD) results for 3 unconnected molecules or ions with the total composition C27H22F28NO5.

Summary:
M (g mol⁻¹): 972.42
Total charge: +1
E (eV): -116165.823
HOMO-LUMO gap (eV): 8.5928

XYZ file:
```
83
Properties=species:S:1:pos:R:3:forces:R:3:mulliken_charge:R:1
C -4.390681 -0.164768 3.311071 0.25 0.61 -1.04 -1.02
C -3.948634 0.008802 1.809893 0.07 0.78 1.33 -0.18
O -3.814209 -1.276885 1.124731 0.37 0.78 -1.08 -0.41
C -3.338811 -1.048092 -0.128265 0.72 0.22 -2.41 -0.16
C -4.180225 -0.416827 -1.130554 0.81 -0.82 1.65 -0.28
N -3.746969 -0.213129 -2.398773 0.28 -0.49 1.37 0.02
C -2.497770 -0.581596 -2.819048 1.20 -0.92 0.33 -0.43
C -2.186976 -0.314972 -4.317364 -1.38 -0.05 -0.29 0.56
F -3.400954 -0.420456 -4.986870 1.03 0.01 0.54 -0.33
F -1.365009 -1.222000 -4.887331 -0.34 0.92 0.79 -0.25
C -1.718639 1.200154 -4.495150 -1.04 0.96 0.05 0.91
F -0.743027 1.380417 -5.382154 -0.63 -0.26 1.00 -0.18
F -2.814389 1.918609 -4.876872 1.13 -0.62 0.14 -0.28
F -1.402170 1.699409 -3.258173 0.40 -0.42 -1.30 -0.26
C -1.547377 -1.174630 -1.928400 -1.45 0.03 0.86 1.24
C -0.099162 -1.605366 -2.290789 0.36 0.25 0.02 -1.04
C 0.781694 -0.403087 -2.836747 -0.94 0.67 1.13 -0.70
C 2.316499 -0.667751 -2.713580 -1.87 -1.61 0.26 1.15
F 2.751833 -0.094607 -1.547291 0.23 -0.12 -1.24 -0.30
F 2.457236 -2.045056 -2.528782 0.17 1.26 -0.20 -0.41
C 3.173777 -0.309249 -3.984790 1.71 -0.80 0.07 0.26
F 4.077211 -1.338704 -4.148884 -0.70 1.12 0.22 -0.32
F 2.464823 -0.261026 -5.148798 0.06 0.21 1.27 -0.28
C 4.058319 0.993386 -3.873590 1.26 -0.14 -1.47 0.65
F 4.982895 0.922872 -2.868177 -1.53 0.09 -0.43 -0.28
F 4.819298 0.997412 -5.024819 -0.91 -0.12 0.93 -0.33
C 3.254324 2.353749 -3.887043 0.03 1.33 -0.47 0.51
F 3.584494 3.052583 -5.020996 -0.27 -0.67 1.15 -0.30
F 1.890411 2.189107 -3.950274 1.15 -0.62 0.38 -0.28
C 3.541914 3.325244 -2.676917 -1.42 0.57 0.57 0.63
F 3.372050 2.699647 -1.465525 0.64 0.21 -1.29 -0.32
F 2.526896 4.262843 -2.717718 0.96 -0.83 -0.10 -0.34
C 4.887077 4.145715 -2.776362 0.49 0.79 -0.68 0.69
F 5.865040 3.527022 -3.496395 -1.04 -0.13 0.79 -0.29
F 4.585471 5.294025 -3.474525 0.30 -0.98 0.81 -0.29
C 5.523064 4.587423 -1.406101 1.51 0.26 -0.11 0.59
F 5.897572 3.530712 -0.625171 -1.10 0.76 -0.78 -0.25
F 6.707629 5.210335 -1.733031 -1.25 -0.30 0.10 -0.29
C 4.709844 5.646266 -0.577191 0.73 1.09 1.98 0.59
F 3.471110 5.254579 -0.224610 0.80 0.20 -0.84 -0.20
F 5.402918 5.820893 0.593315 -0.55 -0.41 -1.04 -0.25
F 4.691553 6.868897 -1.154759 -0.40 -1.55 0.01 -0.23
C -2.004332 -1.403299 -0.556016 -1.01 0.47 -0.69 -0.80
H -5.462486 0.116509 3.379116 0.74 -0.61 0.05 0.27
H -3.830252 0.608514 3.892327 -0.38 -0.92 -0.34 0.24
H -4.205882 -1.188549 3.702198 -0.07 0.78 -0.30 0.33
H -2.952430 0.520533 1.731945 -0.81 -0.45 0.14 0.30
H -4.707946 0.667298 1.316557 0.61 -0.68 0.05 0.26
H -5.196596 -0.120683 -0.798065 0.75 -0.10 -0.84 0.50
H -4.425661 0.234411 -3.020785 0.54 -0.26 -0.21 0.32
H -0.060265 -2.446315 -3.018224 -0.34 0.55 0.52 0.36
H 0.341283 -1.996277 -1.341943 -0.29 0.44 -0.91 0.63
H 0.556533 0.449958 -2.140492 0.45 -0.55 -0.74 0.45
H 0.438475 -0.073205 -3.837285 0.72 -0.48 0.55 0.29
H -1.329966 -1.880747 0.184982 -0.49 0.38 -0.66 0.54
C -2.953050 3.758237 9.115559 -0.13 0.12 -0.34 -1.10
C -3.391037 2.325509 9.338559 0.58 0.32 0.52 -0.21
O -4.556909 2.018598 8.551407 -0.38 -0.35 -0.56 -0.32
C -4.336425 1.692302 7.279303 0.89 0.29 1.04 0.41
O -3.257452 1.641038 6.758367 -0.46 -0.15 -0.44 -0.52
C -5.655386 1.346956 6.586254 -1.46 -0.15 -0.50 0.88
F -6.630524 2.222847 6.872656 0.46 0.00 0.08 -0.25
F -6.106619 0.135149 6.954200 0.45 0.16 0.08 -0.27
F -5.533047 1.326765 5.247608 0.21 0.28 0.68 -0.26
H -3.778502 4.445706 9.308565 0.04 -0.05 0.14 0.31
H -2.120064 4.011559 9.771810 -0.05 -0.06 0.01 0.37
H -2.639518 3.916724 8.082296 0.09 -0.07 0.07 0.31
H -3.676298 2.185400 10.380791 -0.29 -0.09 -0.17 0.32
H -2.585653 1.620605 9.126940 -0.16 0.00 -0.22 0.32
C 3.625078 -7.781602 -0.832635 -0.36 -0.10 -0.13 -1.10
C 3.486288 -6.431851 -0.159804 0.73 -0.45 0.12 -0.26
O 2.334471 -5.725864 -0.661169 -0.71 0.40 -0.01 -0.22
C 1.162264 -6.054543 -0.115602 1.39 -0.47 0.34 0.21
O 1.006715 -6.876471 0.738374 -0.59 0.29 -0.18 -0.51
C 0.046534 -5.192554 -0.710310 -1.14 0.28 -0.72 1.07
F 0.137533 -5.082135 -2.047552 0.26 -0.06 0.28 -0.27
F 0.074747 -3.929999 -0.217104 0.25 -0.25 0.20 -0.26
F -1.170265 -5.677763 -0.451047 0.48 -0.06 0.21 -0.27
H 3.646216 -7.668419 -1.918063 0.14 0.05 0.05 0.30
H 4.540190 -8.278735 -0.510318 -0.02 0.07 0.01 0.37
H 2.778602 -8.427916 -0.594709 0.09 0.01 0.10 0.31
H 4.352928 -5.813331 -0.391957 -0.26 0.19 -0.12 0.32
H 3.438758 -6.526256 0.926071 -0.27 0.03 -0.08 0.32
```
Positions in Å, forces in eV/Å.

***

DFT (ωB97M-V/def2-TZVPD) results for a molecular structure, C27H22N4O8Ti.

Summary:
Spin multiplicity: 2
M (g mol⁻¹): 578.36
Total charge: -1
Relative energy (zero: lowest compared OMol25 entry of this formula, charge and spin) (eV): 1.3633
E (eV): -73818.747
⟨S²⟩: 0.79
HOMO-LUMO gap (alpha / beta) (eV): 5.4930 / 6.8606

XYZ file:
```
62
Properties=species:S:1:pos:R:3:forces:R:3:mulliken_spin:R:1
Ti 0.433146 -0.075804 0.899577 -0.03 0.35 0.05 0.02
C -3.356038 0.267767 2.823831 -0.05 -0.04 -0.08 0.00
O -2.576040 0.996923 1.900863 0.07 -0.02 -0.05 0.01
C -2.959437 0.994934 0.596088 -0.19 -0.09 0.31 0.03
C -4.262389 0.747976 0.182427 0.03 0.03 -0.05 -0.02
C -4.592047 0.813224 -1.169059 0.07 0.00 0.06 0.03
C -3.614453 1.129449 -2.097650 0.09 0.01 0.06 -0.02
C -2.308522 1.360787 -1.677174 -0.07 -0.02 -0.21 0.07
C -1.960254 1.285632 -0.337244 0.44 0.07 -0.16 -0.06
N -0.625522 1.436569 0.113261 0.13 0.35 -0.61 0.22
N 0.130774 2.179652 -0.737500 -0.07 -0.03 0.35 0.45
C 1.410485 2.471056 -0.394114 -0.21 0.27 -0.06 -0.04
C 2.051473 2.139461 0.816215 -0.44 -0.28 0.19 0.21
O 1.474941 1.243878 1.653535 0.56 0.67 -0.27 0.03
C 3.291109 2.694745 1.148089 0.21 0.02 0.13 -0.10
C 3.963281 3.512237 0.283435 -0.07 0.05 -0.10 0.21
C 3.418041 3.794844 -1.001492 0.10 -0.02 0.05 -0.05
C 4.118693 4.579341 -1.949311 -0.01 -0.02 0.06 0.03
C 3.602074 4.813597 -3.193124 -0.10 -0.04 -0.03 -0.04
C 2.350806 4.264106 -3.545028 0.11 0.06 0.00 0.05
C 1.647676 3.511704 -2.643700 0.01 0.02 0.08 -0.04
C 2.157098 3.265876 -1.348537 -0.14 0.00 0.00 -0.02
H -4.282787 0.798445 3.068560 0.00 0.00 0.02 0.00
H -2.746352 0.148479 3.714913 0.00 0.03 0.00 0.00
H -3.592016 -0.724678 2.430095 0.02 0.03 0.02 0.00
H -5.024116 0.522485 0.915517 -0.01 -0.01 0.02 0.00
H -5.610555 0.617914 -1.482325 0.00 0.00 0.00 0.00
H -3.852916 1.172183 -3.152924 0.00 0.00 0.00 0.00
H -1.521630 1.562361 -2.389590 -0.02 -0.01 0.00 0.00
H 3.711402 2.435022 2.112572 -0.01 -0.01 -0.01 0.00
H 4.924859 3.929923 0.556204 0.01 0.00 -0.02 0.02
H 5.085151 4.985873 -1.671155 0.00 -0.01 0.01 0.00
H 4.154728 5.409112 -3.909764 -0.01 0.00 0.00 0.00
H 1.947569 4.431678 -4.536341 0.01 0.01 0.00 0.00
H 0.691876 3.080925 -2.905894 0.00 0.01 0.02 0.00
O 3.828394 -1.497506 -1.022100 0.04 0.05 -0.10 0.00
C 2.845460 -1.302854 -0.339428 -0.25 0.11 0.11 0.00
O 1.983620 -0.340110 -0.403490 0.22 -0.26 0.12 0.00
C 2.466711 -2.299160 0.748684 0.08 -0.13 0.00 0.00
C 2.939000 -3.592371 0.904720 0.04 0.07 -0.04 0.00
C 2.313136 -4.400209 1.843510 -0.02 -0.13 0.08 0.00
C 1.234998 -3.924269 2.587412 0.04 -0.03 -0.01 0.00
C 0.852714 -2.614729 2.380063 -0.07 0.02 0.29 0.00
N 1.494570 -1.850811 1.517119 -0.10 -0.20 -0.16 0.00
C -0.334644 -1.883091 2.995117 0.39 0.44 -0.34 0.00
O -1.083304 -2.433239 3.767617 -0.16 -0.03 0.16 0.00
O -0.392210 -0.645677 2.564254 -0.20 -0.76 0.42 -0.01
H 3.747472 -3.939103 0.276567 -0.01 -0.01 0.01 0.00
H 2.646257 -5.422527 1.978411 -0.01 0.01 0.00 0.00
H 0.691756 -4.538762 3.291644 0.02 -0.01 -0.01 0.00
N -2.818259 -2.845392 0.838313 -0.03 0.03 -0.08 0.00
C -2.692102 -3.361441 -0.519464 -0.13 0.04 0.07 0.00
C -1.264530 -3.300427 -1.046441 -0.08 -0.36 -0.14 0.00
C -0.746455 -1.911759 -1.307172 0.49 0.34 0.64 0.01
O -0.493374 -1.509998 -2.416660 -0.15 0.13 -0.17 0.00
O -0.537628 -1.229714 -0.194594 -0.48 -0.62 -0.68 -0.01
H -2.396266 -3.454129 1.528707 0.01 0.00 0.00 0.00
H -3.787462 -2.706284 1.088705 0.00 -0.04 0.01 0.00
H -3.328877 -2.758091 -1.171215 -0.02 0.03 0.03 0.00
H -3.027404 -4.402092 -0.623451 -0.07 -0.03 0.01 0.00
H -1.225603 -3.826563 -2.000791 0.03 -0.09 0.04 0.00
H -0.596078 -3.807371 -0.339295 0.00 0.06 -0.03 0.00
```
Positions in Å, forces in eV/Å.